{
  "formula": "BH3O3",
  "method": "ωB97M-V/def2-TZVPD",
  "lumo_energy_ha": -0.0089,
  "e_tot_ha": -252.33881,
  "species": ["B", "O", "O", "O", "H", "H", "H"],
  "coordinates": [[0.5730, -0.0971, -0.1816], [1.1192, 1.0920, -0.1654], [0.9650, -1.3371, -0.1516], [-1.9971, 0.0232, -0.0670], [0.6983, 2.0032, 0.0948], [0.4477, -2.2263, -0.2977], [-1.8060, 0.5421, 0.7684]],
  "mulliken_charge": [0.589, -0.381, -0.420, -0.801, 0.398, 0.422, 0.192]
}


{
  "formula": "BH3S3",
  "method": "ωB97M-V/def2-TZVPD",
  "lumo_energy_ha": [-0.0371, -0.0678],
  "e_tot_ha": -1221.11846,
  "species": ["B", "S", "S", "S", "H", "H", "H"],
  "coordinates": [[-0.4802, 0.1929, 0.5786], [0.7269, 0.8081, -2.3370], [0.1429, -1.4230, 0.7370], [-0.8262, 1.6719, 1.5602], [1.0272, -0.3869, -2.9587], [0.6882, -2.0453, -0.3059], [-1.2786, 1.1823, 2.7258]],
  "mulliken_charge": [0.464, -0.378, -0.263, -0.233, 0.087, 0.175, 0.148]
}


{
  "formula": "BHN2O6",
  "method": "ωB97M-V/def2-TZVPD",
  "lumo_energy_ha": -0.0185,
  "smiles": "O=BO[N+](=O)[O-].O=NO",
  "e_tot_ha": -586.23652,
  "species": ["O", "B", "O", "N", "O", "O", "O", "N", "O", "H"],
  "coordinates": [[1.7672, 2.6357, -0.0817], [2.3498, 1.5912, -0.2024], [2.8652, 0.4800, -0.6035], [3.5544, -0.4708, 0.2002], [3.9786, 0.0255, 1.1690], [3.6640, -1.5422, -0.2824], [1.2668, -0.6601, 1.4855], [0.1351, -0.3861, 1.3049], [-0.2404, -0.0890, -0.0108], [-1.0316, 0.3510, 0.2450]],
  "mulliken_charge": [-0.454, 0.447, -0.154, 1.127, -0.479, -0.518, -0.226, 0.155, -0.313, 0.416]
}


{
  "formula": "BaH14O7",
  "method": "ωB97M-V/def2-TZVPD",
  "lumo_energy_ha": -0.2447,
  "charge": 2,
  "e_tot_ha": -560.14289,
  "species": ["Ba", "O", "H", "H", "O", "H", "H", "O", "H", "H", "O", "H", "H", "O", "H", "H", "O", "H", "H", "O", "H", "H"],
  "coordinates": [[3.0166, 6.6097, -14.5438], [4.6872, 7.1319, -16.7266], [4.9942, 6.7817, -17.5622], [4.9241, 8.1058, -16.7313], [3.6323, 4.0659, -13.5248], [4.0231, 4.3438, -12.7248], [4.0912, 3.2763, -13.7768], [1.1493, 6.1272, -12.2562], [0.5355, 6.7609, -11.9107], [1.1267, 5.4948, -11.5207], [0.9966, 4.6642, -14.7751], [0.1950, 5.0455, -14.5722], [0.8713, 3.9913, -15.4575], [5.3594, 8.3771, -14.4703], [5.1814, 9.1950, -13.9631], [6.1485, 8.5159, -14.9825], [4.1347, 6.4498, -11.9702], [5.0090, 6.2941, -11.5997], [3.6317, 6.8248, -11.2127], [2.5638, 8.8735, -12.8096], [2.7521, 8.4219, -11.9482], [1.6175, 8.9946, -12.7598]],
  "mulliken_charge": [1.720, -0.568, 0.275, 0.348, -0.565, 0.322, 0.287, -0.520, 0.285, 0.306, -0.554, 0.301, 0.281, -0.559, 0.328, 0.278, -0.561, 0.280, 0.295, -0.596, 0.292, 0.324]
}


{
  "formula": "BaH18O9",
  "method": "ωB97M-V/def2-TZVPD",
  "lumo_energy_ha": [-0.1038, -0.1106],
  "multiplicity": 2,
  "charge": 1,
  "e_tot_ha": -713.28613,
  "s_squared": 0.7505,
  "species": ["Ba", "O", "H", "H", "O", "H", "H", "O", "H", "H", "O", "H", "H", "O", "H", "H", "O", "H", "H", "O", "H", "H", "O", "H", "H", "O", "H", "H"],
  "coordinates": [[-0.1031, 0.0147, -0.1130], [-1.7182, 0.5558, -2.4279], [-1.5592, 0.4547, -3.3664], [-2.6193, 0.8735, -2.3700], [1.4825, 0.5523, 2.0321], [2.3901, 0.6487, 2.3207], [0.9907, 0.3900, 2.8371], [-1.0089, 2.0946, 1.6693], [-0.1532, 2.3752, 1.9939], [-1.6358, 2.4778, 2.2828], [-0.4502, -2.6076, -0.9505], [-0.6238, -3.5246, -0.7379], [-0.1367, -2.6261, -1.8547], [-0.2397, -1.7584, 2.1219], [-0.2171, -1.4417, 3.0249], [-0.8712, -2.4776, 2.1356], [1.4460, 0.2223, -2.4224], [2.0313, -0.2966, -2.9740], [1.8318, 1.0983, -2.4206], [2.6137, -1.1923, -0.2258], [3.0676, -1.9268, -0.6390], [2.9486, -1.1770, 0.6708], [0.3816, 2.6509, -0.6940], [0.0797, 3.2136, -1.4071], [1.3366, 2.6907, -0.7448], [-2.7136, -0.4923, 0.6621], [-3.4721, -0.5254, 0.0791], [-3.0783, -0.2665, 1.5178]],
  "mulliken_charge": [0.188, -0.356, 0.230, 0.234, -0.152, 0.099, 0.162, -0.417, 0.266, 0.210, -0.427, 0.224, 0.243, -0.319, 0.224, 0.176, -0.218, 0.173, 0.218, -0.348, 0.233, 0.208, -0.443, 0.233, 0.268, -0.371, 0.213, 0.249]
}


{
  "formula": "Be2Br6",
  "method": "ωB97M-V/def2-TZVPD",
  "lumo_energy_ha": 0.1839,
  "charge": -2,
  "e_tot_ha": -15473.79129,
  "species": ["Be", "Be", "Br", "Br", "Br", "Br", "Br", "Br"],
  "coordinates": [[6.1120, 7.4522, 6.5063], [4.2754, 6.9967, 4.6571], [3.0299, 6.9651, 6.9587], [6.6594, 6.5576, 7.7138], [5.8239, 3.8917, 4.3899], [5.3209, 9.6656, 6.2105], [7.5158, 7.7334, 4.6078], [3.9244, 7.4164, 3.1578]],
  "mulliken_charge": [-0.205, -0.172, -0.534, 0.295, -0.886, -0.499, -0.476, 0.476]
}


{
  "formula": "BeBr",
  "method": "ωB97M-V/def2-TZVPD",
  "lumo_energy_ha": -0.3701,
  "charge": 1,
  "e_tot_ha": -2588.31113,
  "species": ["Be", "Br"],
  "coordinates": [[-1.4908, 0.0630, -0.0910], [1.4908, -0.0630, 0.0910]],
  "mulliken_charge": [0.943, 0.057]
}


{
  "formula": "BeF3H12MnO6",
  "method": "ωB97M-V/def2-TZVPD",
  "lumo_energy_ha": [-0.2012, -0.2119],
  "multiplicity": 6,
  "charge": 1,
  "e_tot_ha": -1923.96315,
  "s_squared": 8.7521,
  "species": ["Mn", "Be", "F", "F", "F", "O", "H", "H", "O", "H", "H", "O", "H", "H", "O", "H", "H", "O", "H", "H", "O", "H", "H"],
  "coordinates": [[11.8968, 7.6510, 3.9472], [10.9342, 4.6363, 5.6773], [11.2935, 5.8658, 4.7546], [10.5393, 4.8971, 7.1793], [12.0701, 3.5877, 5.6567], [9.5824, 3.7512, 4.9608], [8.6826, 4.0472, 5.1139], [9.4965, 2.7403, 5.0395], [10.5915, 8.6404, 5.4083], [9.9881, 8.4216, 6.1473], [10.4875, 9.6037, 5.2413], [14.3424, 5.1118, 5.5078], [14.3055, 5.6354, 6.3167], [13.6355, 4.4724, 5.4293], [10.6288, 4.8422, 1.6885], [10.0684, 5.3929, 2.2139], [10.6997, 5.4349, 0.9190], [10.0300, 7.5655, 2.6677], [9.8925, 8.1655, 1.9604], [9.1502, 7.4715, 2.9373], [12.7983, 6.3539, 2.4454], [12.2165, 5.5940, 2.4817], [13.4668, 6.1278, 1.7737]],
  "mulliken_charge": [1.025, 0.289, -0.168, -0.434, -0.497, -0.396, 0.340, 0.367, -0.498, 0.323, 0.342, -0.667, 0.288, 0.396, -0.662, 0.291, 0.346, -0.426, 0.297, 0.296, -0.512, 0.344, 0.315]
}


{
  "formula": "BeFH12O6",
  "method": "ωB97M-V/def2-TZVPD",
  "lumo_energy_ha": -0.1587,
  "charge": 1,
  "e_tot_ha": -573.14895,
  "species": ["Be", "F", "O", "H", "H", "O", "H", "H", "O", "H", "H", "O", "H", "H", "O", "H", "H", "O", "H", "H"],
  "coordinates": [[0.7968, 0.4770, -0.3000], [-0.2772, -0.4593, -0.7719], [1.5122, 1.2223, -1.5931], [1.0423, 1.8579, -2.1184], [2.3887, 1.6581, -1.6493], [-2.2240, 0.2592, -2.3488], [-2.8752, -0.4199, -2.5064], [-1.5881, 0.0074, -1.6856], [-2.2304, -1.9771, -0.0403], [-2.2256, -2.3334, 0.8473], [-1.3334, -1.6013, -0.2326], [-0.2904, -0.8910, 2.0033], [0.1979, -0.4742, 2.7208], [-0.3235, -1.8095, 2.2781], [2.2478, -0.2026, 0.4777], [2.4546, -0.9887, 0.9554], [2.9952, 0.3223, 0.8044], [0.1834, 1.6317, 0.8414], [-0.7278, 1.8035, 0.5977], [0.2767, 1.9176, 1.7203]],
  "mulliken_charge": [0.046, -0.428, -0.203, 0.368, 0.365, -0.682, 0.325, 0.425, -0.623, 0.263, 0.422, -0.543, 0.277, 0.288, -0.335, 0.342, 0.355, -0.351, 0.346, 0.343]
}


{
  "formula": "BeH16O16S2Tl2",
  "method": "ωB97M-V/def2-TZVPD",
  "lumo_energy_ha": -0.7262,
  "charge": 4,
  "e_tot_ha": -2367.34328,
  "species": ["Be", "Tl", "Tl", "S", "O", "O", "O", "O", "S", "O", "O", "O", "O", "O", "H", "H", "O", "H", "H", "O", "H", "H", "O", "H", "H", "O", "H", "H", "O", "H", "H", "O", "H", "H", "O", "H", "H"],
  "coordinates": [[25.3810, 4.6755, 24.0420], [20.3328, 5.0134, 25.3058], [21.3969, 5.1374, 18.0801], [22.4687, 4.2580, 22.0477], [22.4035, 4.4704, 20.6022], [21.1860, 4.2822, 22.6687], [23.0520, 3.0564, 22.4732], [23.3658, 5.2812, 22.6650], [23.6970, 4.9333, 26.5594], [23.2933, 4.2773, 25.3498], [24.7316, 5.8122, 26.0875], [22.5377, 5.6505, 27.0941], [24.1584, 4.0777, 27.6746], [24.2034, 7.1067, 20.8890], [23.8019, 6.4158, 21.4159], [23.7211, 7.8992, 21.1247], [22.2632, 7.1732, 23.9951], [22.3298, 7.9973, 23.5127], [22.7818, 6.5528, 23.4829], [25.8138, 4.7011, 20.6175], [25.2637, 4.2198, 19.9994], [26.6684, 4.7514, 20.1894], [22.9101, 0.8265, 20.9094], [22.9148, 1.6661, 21.3692], [23.7840, 0.4659, 21.0594], [19.1600, 6.3586, 22.9340], [19.2051, 5.8769, 22.1081], [18.4160, 6.9509, 22.8260], [20.0338, 2.9316, 19.8831], [19.3336, 2.8086, 20.5241], [20.1193, 2.0799, 19.4547], [24.8042, 2.2449, 24.1064], [24.5605, 1.3757, 24.4248], [24.0919, 2.4930, 23.5171], [20.3534, 1.8986, 24.2149], [20.6189, 2.1010, 23.3178], [19.7535, 1.1580, 24.1263]],
  "mulliken_charge": [1.386, 0.988, 0.969, 1.620, -0.344, -0.410, -0.797, -0.910, 1.334, -0.369, -0.497, -0.270, -0.109, -0.489, 0.417, 0.351, -0.513, 0.308, 0.395, -0.485, 0.292, 0.317, -0.472, 0.402, 0.356, -0.471, 0.278, 0.313, -0.509, 0.306, 0.333, -0.602, 0.354, 0.434, -0.516, 0.279, 0.332]
}


{
  "formula": "Br2ClHNP",
  "method": "ωB97M-V/def2-TZVPD",
  "lumo_energy_ha": [-0.1156, -0.1354],
  "e_tot_ha": -6004.87441,
  "species": ["N", "P", "Cl", "Br", "Br", "H"],
  "coordinates": [[-0.9546, -0.5056, -0.8722], [-0.9162, 0.7358, 0.0838], [0.7243, 0.3224, 1.1263], [3.1030, -2.7454, 2.2878], [-0.1367, 2.7091, -1.1149], [-1.8198, -0.5163, -1.5108]],
  "mulliken_charge": [-0.398, 0.408, -0.126, 0.002, -0.162, 0.275]
}


{
  "formula": "Br2ClHSi",
  "method": "ωB97M-V/def2-TZVPD",
  "lumo_energy_ha": [-0.0268, -0.1363],
  "e_tot_ha": -5898.26270,
  "species": ["Si", "Cl", "Br", "Br", "H"],
  "coordinates": [[-0.2935, 0.7921, 0.1424], [-0.5518, -1.0795, 0.5342], [-0.9536, 2.2736, 1.7904], [1.3991, -3.5015, -1.4505], [0.3999, 1.5153, -1.0166]],
  "mulliken_charge": [0.295, -0.070, -0.172, -0.082, 0.030]
}